{"formula": "C28H35CeIN6O5S", "method": "wB97M-V/def2-TZVPD", "symbols": ["C", "C", "C", "C", "H", "O", "C", "O", "N", "C", "H", "H", "C", "C", "C", "H", "H", "C", "H", "C", "H", "C", "O", "H", "C", "C", "C", "H", "C", "H", "N", "H", "C", "S", "H", "H", "H", "H", "C", "N", "C", "Ce", "H", "C", "H", "H", "H", "H", "C", "C", "H", "H", "C", "N", "O", "H", "O", "H", "H", "H", "C", "H", "H", "H", "H", "C", "N", "H", "C", "H", "I", "H", "C", "H", "N", "C", "H"], "xyz": [[1.60212, 2.72594, 4.72234], [1.64810, -1.61475, 4.28913], [3.89949, -2.66733, 7.80129], [-0.23240, -3.09918, -0.88480], [-0.79096, 3.84216, 4.49675], [2.52631, 2.50507, -0.26366], [2.16679, 4.21522, 2.82318], [2.69595, 5.14944, 3.38341], [-0.12450, -2.13303, -1.77069], [0.39332, -0.01302, -2.21643], [3.37644, 4.26504, 1.18067], [0.12356, 4.42637, -3.51555], [1.03889, 3.42207, 3.45844], [-0.91444, 3.93753, -1.69339], [-0.08208, 4.39403, 3.87859], [-0.09312, 5.52384, 2.02353], [1.82001, 3.50831, 5.44998], [1.73592, -2.11716, 6.64178], [0.10860, -3.63123, -3.96158], [-1.35165, -4.46098, -2.62279], [-1.95582, -5.36469, -2.55172], [2.03152, 2.75884, 0.81405], [-0.56629, 1.74009, 2.89059], [-1.33205, 4.92027, -1.52817], [-0.49097, -1.54656, 5.72863], [0.98568, -1.76128, 5.52868], [3.77936, -1.94254, 2.87709], [2.70943, 1.18055, 3.66995], [1.15882, -0.49869, -3.40769], [-2.02479, -3.61240, -2.76478], [-0.70280, 1.67882, -0.95127], [-0.79469, -0.53396, 5.46429], [-0.11641, 3.65763, -2.79308], [0.21790, -3.00492, 0.76441], [0.80882, 2.09308, 5.12519], [3.69966, 2.54885, 4.18849], [-0.78927, -4.98953, -0.63141], [0.32961, -5.35904, -3.65485], [0.36283, 2.37449, -2.96547], [-0.65259, -4.30172, -1.35072], [0.92210, -1.05601, 3.11466], [-0.32282, -0.00331, 1.12950], [3.25553, -2.99071, 8.61796], [3.09906, -2.35573, 6.56817], [-1.78396, 3.08869, 0.07505], [-1.06748, -2.21433, 5.09114], [1.67672, -1.41365, -3.12774], [4.43873, -1.77660, 8.12996], [3.02202, -1.92675, 4.18124], [2.86455, 1.90388, 4.46883], [4.69655, -2.51824, 2.99321], [-1.52826, 5.76252, 3.02553], [-1.16827, 2.91228, -0.80129], [-0.11346, -0.85783, -1.36577], [-0.34223, -1.10013, 3.05059], [-0.97782, -4.81843, -4.72224], [1.58173, -0.48190, 2.18704], [0.37801, 5.16999, 4.48926], [4.04580, -0.93381, 2.56004], [3.18335, -2.37932, 2.07844], [3.71595, -2.28431, 5.32683], [1.23383, -2.21543, 7.59753], [-0.75723, -1.73313, 6.76785], [4.77105, -2.52111, 5.24508], [1.89059, 0.23649, -3.73576], [-0.80287, 5.02393, 2.68712], [0.93604, 2.12650, 1.31207], [-1.33969, 4.26366, 2.11620], [0.04628, 1.39002, -2.02953], [4.63567, -3.44691, 7.60573], [-3.30973, -0.18419, 0.98523], [3.14737, 1.35561, 5.36775], [-0.40949, -4.57478, -3.82280], [0.97416, 2.12766, -3.82022], [2.57988, 3.79633, 1.58684], [0.44772, 2.37799, 2.52760], [0.48732, -0.73778, -4.23634]], "atomic_forces_ev_per_a": [[0.150, -0.105, -0.098], [-0.053, 0.083, -0.056], [-0.056, -0.023, -0.040], [0.110, 0.100, -0.265], [0.016, -0.006, 0.010], [-0.129, -0.139, 0.116], [-0.036, 0.019, 0.049], [-0.044, -0.074, -0.027], [-0.364, -0.558, -0.688], [0.066, -0.649, 0.047], [0.004, 0.041, -0.036], [-0.009, 0.015, 0.009], [-0.173, -0.027, 0.257], [0.057, -0.006, -0.099], [-0.089, 0.041, -0.214], [-0.041, 0.038, -0.023], [-0.078, 0.028, 0.011], [0.004, -0.022, 0.006], [0.083, 0.062, -0.091], [0.229, -0.014, -0.181], [-0.026, -0.005, 0.111], [0.542, 0.521, -0.223], [0.012, -0.557, -0.211], [-0.004, -0.006, 0.013], [-0.026, 0.007, -0.121], [0.002, 0.068, -0.118], [-0.077, 0.118, 0.006], [0.038, -0.124, -0.067], [-0.045, 0.110, 0.121], [0.005, -0.030, 0.027], [0.149, -0.167, 0.115], [-0.018, 0.036, -0.006], [-0.046, 0.000, 0.077], [-0.303, 0.898, 0.352], [-0.022, 0.034, 0.011], [0.010, -0.026, 0.018], [0.016, -0.092, -0.052], [-0.013, -0.011, -0.018], [0.057, -0.191, 0.001], [-0.022, 0.248, 0.014], [1.023, -0.852, 1.793], [-1.310, -0.007, -2.256], [0.020, -0.006, 0.008], [0.063, 0.025, 0.043], [0.033, -0.053, 0.007], [-0.042, -0.003, 0.036], [-0.016, -0.008, -0.081], [0.016, -0.013, 0.020], [-0.027, 0.045, -0.072], [-0.114, 0.111, 0.017], [-0.020, -0.011, 0.012], [-0.004, 0.010, -0.030], [-0.113, 0.097, 0.177], [0.327, 0.271, 0.694], [-0.121, -0.110, 0.239], [0.028, 0.054, -0.001], [0.116, 0.128, -0.021], [0.035, -0.025, 0.042], [0.003, 0.004, -0.008], [0.026, -0.031, -0.060], [-0.044, -0.025, -0.015], [-0.006, 0.019, -0.009], [0.036, 0.021, -0.002], [-0.008, -0.006, -0.012], [-0.039, 0.041, -0.033], [0.099, -0.094, 0.129], [-0.404, -0.479, 0.491], [-0.021, 0.048, -0.017], [-0.208, 0.515, 0.142], [0.006, 0.004, 0.014], [0.486, 0.078, 0.001], [0.012, -0.014, -0.019], [-0.131, -0.042, 0.277], [-0.008, 0.019, 0.001], [-0.057, -0.229, -0.154], [0.484, 0.888, -0.073], [0.009, -0.005, -0.018]], "e_tot_ha": -2963.9614, "largest_force_ha_per_bohr": 0.05073, "orbital_gap_ev": 5.974, "e_homo_ev": -7.8}

{"formula": "C28H35Cl63F3NO2", "method": "wB97M-V/def2-TZVPD", "symbols": ["H", "H", "Cl", "Cl", "Cl", "Cl", "H", "H", "Cl", "Cl", "H", "Cl", "H", "Cl", "Cl", "H", "Cl", "O", "H", "H", "Cl", "Cl", "H", "Cl", "Cl", "Cl", "Cl", "Cl", "Cl", "Cl", "Cl", "C", "C", "Cl", "H", "Cl", "C", "H", "Cl", "Cl", "C", "H", "Cl", "Cl", "Cl", "H", "Cl", "H", "C", "Cl", "H", "C", "H", "C", "H", "Cl", "C", "C", "F", "C", "Cl", "Cl", "H", "Cl", "Cl", "H", "Cl", "O", "Cl", "Cl", "C", "Cl", "F", "H", "H", "H", "Cl", "C", "Cl", "H", "C", "Cl", "Cl", "H", "Cl", "C", "Cl", "C", "Cl", "H", "Cl", "H", "F", "C", "Cl", "C", "C", "C", "Cl", "H", "H", "C", "Cl", "H", "H", "Cl", "Cl", "H", "C", "C", "Cl", "Cl", "H", "C", "C", "Cl", "H", "Cl", "C", "Cl", "Cl", "Cl", "Cl", "Cl", "C", "Cl", "Cl", "N", "C", "H", "C", "Cl"], "xyz": [[2.67465, -0.66690, -3.21697], [6.99118, 1.42347, -0.52807], [-3.41921, -0.20112, -0.31710], [-9.29771, -5.57808, -7.06704], [1.50603, 6.55745, -0.76188], [-5.54012, -7.49577, -0.38996], [9.61092, 2.81546, 8.33201], [1.99282, 3.11942, -6.14521], [1.32970, 1.88962, 14.79076], [6.34677, 0.89129, -2.71739], [-3.21890, -1.41307, -3.86779], [3.11008, 6.46831, 1.66501], [2.65618, 0.34196, -4.66665], [13.56880, 8.47891, 9.55998], [-0.05640, 1.87850, -0.30063], [0.25288, 3.97005, -2.74095], [-7.50160, -4.43343, -14.85417], [2.20532, 1.29669, -2.87144], [5.89808, 2.41277, 7.15092], [1.85016, 4.46513, -5.22323], [-8.56294, -1.49938, -2.87685], [4.70990, -0.08742, 4.32927], [-3.39938, 1.94950, -2.12291], [6.22626, -0.78404, -0.34707], [14.15740, 6.36088, 7.66305], [-9.07464, -0.32746, -5.48392], [10.21866, 5.06924, 8.47713], [3.20216, -3.26477, -2.77460], [4.66384, 1.64077, -0.48063], [11.78871, 2.73209, 9.18328], [-0.25436, -1.58736, 10.73424], [2.19005, 0.16261, -3.70475], [-4.45362, -2.83450, 4.66852], [-9.06477, -4.76670, -17.27691], [-7.13076, -0.19724, -4.18927], [-3.07925, -7.89798, -1.87807], [6.43378, 1.68237, 7.74166], [1.16180, -0.13186, -3.88904], [3.95070, 0.18763, 14.42660], [7.03666, 2.49112, 9.19478], [2.04032, -4.17051, -3.74081], [-1.08619, 2.12524, -2.33779], [-7.35259, -6.91812, -16.34664], [1.35916, 8.72737, 1.15696], [-0.13089, -1.90294, 7.85844], [4.35190, -1.74697, 13.17251], [2.32047, -1.60820, 3.67322], [1.79782, 4.11567, 15.31893], [-3.10920, -2.45595, -4.12551], [2.33489, -1.63448, 9.36167], [-9.20767, -5.97791, -15.27913], [-3.98267, 1.53065, -4.13072], [4.33764, -2.38300, 4.58448], [1.19303, 3.34454, 15.77494], [11.94939, -1.52585, 4.14342], [-2.02769, -2.64050, 0.41636], [-9.59903, -4.03579, -7.86283], [0.67924, -2.25031, 9.38384], [-5.31764, 1.33690, -4.15981], [3.54990, -1.41778, 13.81868], [2.29929, 3.29470, 0.66750], [-4.69648, -3.30759, 2.98262], [-3.69607, -1.51412, 1.60505], [-3.60550, -3.41344, -2.72594], [-11.21056, -3.43586, -7.47882], [0.55506, 1.90357, -4.84693], [2.06336, -1.36392, 12.86757], [-2.49834, 3.30650, -3.35806], [12.86118, 8.79766, 6.76148], [5.31588, 0.39418, 8.17993], [-11.92101, -5.99574, -11.80169], [11.61417, -0.42577, 2.11622], [-3.42296, 0.31721, -3.96054], [2.20948, 3.27647, -2.75456], [-0.53871, 4.30761, -4.24900], [-8.55166, 2.39613, -6.87781], [2.62801, -5.79083, -4.10001], [-3.95056, -6.83657, -0.77353], [1.81237, 3.05615, 17.40177], [-4.43973, 3.16726, -2.85787], [0.97420, 2.80073, -4.41642], [-0.47386, 3.92411, 15.83469], [3.40450, -2.57274, 15.14443], [-1.30597, 1.78150, -4.03675], [-9.38688, -4.18301, -9.61065], [3.73116, -1.50000, 4.73097], [-8.01281, 4.61049, -7.40148], [13.03977, 7.65428, 8.09299], [7.79974, 1.07926, 6.79936], [-5.25200, -3.26654, 5.25538], [-13.52936, -5.39522, -11.40844], [2.18918, 1.30384, -0.57699], [-3.61798, 1.97664, -5.33721], [-7.78151, 2.86333, -7.47601], [-2.92094, -3.45564, 5.27398], [10.52261, 3.36364, 8.13320], [-7.84388, -0.98217, -4.39941], [6.16922, 0.86913, -0.95979], [1.65628, -3.29441, -5.22587], [12.07266, 7.21328, 8.28713], [3.10754, 2.69317, -4.11328], [2.20076, 2.53213, -3.53927], [1.74115, 0.60618, 1.60960], [1.12995, -4.26071, -3.16278], [0.72231, -3.32345, 9.50602], [-1.77519, -0.27916, 2.08267], [-3.01581, -6.55554, 0.69633], [-8.87573, -3.31910, -7.49644], [11.07173, -1.20464, 3.60034], [1.58397, 6.99195, 0.94651], [3.18667, -1.46040, 6.40696], [-7.94772, 2.28037, -9.13282], [-11.19614, -5.28109, -11.43929], [-0.13324, 3.51323, -3.64537], [-3.59360, 2.52049, -3.02754], [-6.21743, 2.40915, -6.80306], [-4.09231, -5.88526, -1.26550], [-6.97922, -2.31493, -5.16971], [1.61747, 1.71208, 0.24611], [-11.72013, -6.14214, -13.55156], [10.94328, 3.13482, 6.43740], [-4.13967, -2.79137, -5.51483], [-11.62042, -7.54047, -11.00883], [10.09310, -2.62937, 3.24584], [-1.27695, 2.58601, -3.30713], [-1.41347, -2.75421, -4.51726], [10.18582, -0.07304, 4.62459], [1.35215, 3.65409, -5.57073], [-8.38998, -5.57730, -15.86223], [0.78021, 6.48297, 1.46049], [-2.84091, -1.19750, 1.02462], [-4.52958, -1.08120, 4.83480]], "atomic_forces_ev_per_a": [[0.297, -0.054, 0.262], [0.022, 0.000, 0.003], [-0.041, 0.033, -0.051], [0.029, 0.016, 0.005], [-0.008, 0.004, -0.002], [-0.013, 0.019, 0.000], [-0.007, 0.021, -0.002], [0.153, 0.205, -0.121], [-0.267, 0.258, 0.053], [0.036, 0.011, 0.009], [0.056, -0.610, -0.016], [-0.018, 0.014, -0.020], [0.326, 0.121, -0.245], [-0.016, -0.004, 0.014], [0.259, -0.004, 0.381], [0.074, 0.115, 0.259], [-0.040, -0.016, 0.035], [0.262, -0.082, 0.469], [0.003, -0.012, -0.056], [0.096, 0.124, -0.117], [0.010, 0.016, 0.018], [0.012, -0.026, 0.023], [-0.093, -0.213, 0.247], [0.080, -0.033, 0.013], [-0.051, -0.030, 0.009], [-0.054, 0.051, -0.060], [-0.096, 0.034, 0.031], [0.098, -0.104, 0.082], [0.418, 0.129, 0.010], [-0.017, -0.006, 0.017], [0.025, -0.035, -0.179], [-0.548, 0.059, -0.108], [0.117, 0.091, -0.014], [-0.034, -0.018, 0.031], [0.022, 0.008, -0.024], [0.003, 0.026, -0.013], [0.083, -0.063, 0.232], [-0.326, -0.198, -0.178], [0.343, -0.244, -0.064], [-0.049, 0.121, 0.068], [-0.036, 0.019, -0.009], [-0.542, 0.016, -0.035], [-0.015, -0.024, 0.014], [-0.017, -0.002, 0.023], [-0.023, -0.037, -0.025], [0.011, -0.011, -0.022], [0.075, -0.246, 0.025], [0.010, 0.026, -0.010], [0.064, -0.225, -0.013], [-0.124, -0.007, 0.271], [-0.020, 0.003, 0.033], [-0.100, 0.752, -0.198], [0.012, -0.017, -0.013], [-0.109, -0.068, 0.016], [0.009, -0.025, 0.031], [-0.027, 0.015, 0.069], [-0.098, -0.060, 0.071], [-0.151, 0.096, -0.038], [0.091, -0.160, 0.230], [-0.066, 0.049, 0.078], [-0.239, -0.061, -0.016], [-0.116, -0.208, 0.077], [0.002, 0.062, -0.078], [-0.064, -0.023, 0.022], [0.010, 0.026, -0.002], [0.147, -0.473, -0.062], [0.159, -0.016, 0.161], [-0.051, 0.060, 0.260], [-0.021, -0.002, -0.006], [0.170, 0.109, -0.080], [-0.071, -0.096, 0.026], [-0.016, 0.022, -0.012], [0.070, 0.378, -0.021], [0.132, 0.270, 0.310], [-0.125, 0.280, -0.406], [-0.016, -0.017, 0.018], [0.002, 0.027, 0.013], [0.022, -0.086, 0.033], [0.021, 0.014, 0.003], [-0.283, 0.250, -0.035], [0.363, 1.228, -0.440], [0.021, 0.008, -0.012], [0.022, -0.011, -0.015], [-0.084, -0.222, -0.259], [0.080, 0.042, -0.054], [-0.216, 0.124, 0.051], [-0.016, 0.001, 0.020], [0.092, 0.044, -0.019], [-0.149, -0.054, -0.059], [-0.029, -0.020, -0.001], [0.011, 0.037, -0.002], [-0.122, 0.037, -0.120], [-0.027, -0.213, 0.072], [0.048, 0.022, -0.072], [-0.005, -0.010, 0.003], [0.144, -0.038, -0.056], [-0.092, -0.127, -0.070], [-0.149, -0.179, -0.110], [0.130, -0.019, -0.053], [-0.014, -0.047, -0.002], [0.375, -0.349, -0.335], [-0.388, -0.163, 0.139], [0.009, 0.172, -0.150], [-0.043, -0.010, -0.017], [0.031, -0.025, 0.024], [-0.062, -0.029, 0.014], [0.002, 0.050, 0.010], [0.021, 0.026, -0.004], [-0.047, -0.029, -0.007], [0.053, 0.045, -0.044], [0.115, -0.110, -0.266], [-0.017, -0.024, 0.018], [0.020, 0.015, 0.029], [-0.280, -0.253, 0.109], [0.148, -0.103, -0.019], [-0.115, 0.028, -0.101], [-0.009, 0.041, -0.043], [-0.806, 0.250, 0.200], [-0.125, 0.033, 0.110], [0.011, 0.023, -0.062], [-0.012, 0.004, -0.010], [0.889, -0.131, -0.133], [0.046, 0.037, 0.008], [0.022, 0.021, 0.006], [0.341, -0.092, -0.189], [-0.071, 0.057, 0.043], [0.045, 0.017, -0.044], [-0.252, -0.449, 0.250], [0.085, 0.047, -0.073], [-0.012, -0.038, 0.002], [0.214, -0.004, 0.026], [-0.021, 0.004, 0.002]], "e_tot_ha": -30584.6822, "largest_force_ha_per_bohr": 0.02634, "orbital_gap_ev": 9.546, "e_homo_ev": -9.5}

What is the formula in the second record?
C28H35Cl63F3NO2